No. 1
The following is a DFT calculation (ωB97M-V with the def2-TZVPD basis set) of a structure of composition C18H23Br48FNS at a distorted geometry.

The geometry in XYZ format:
```
92
Properties=species:S:1:pos:R:3:forces:R:3:mulliken_charge:R:1
F -2.910 4.013 -0.081 -0.11 0.06 -0.14 -0.211
C -3.034 4.227 -1.454 0.21 -0.19 -0.22 -0.596
C -3.978 3.168 -2.002 0.40 0.11 -0.10 -0.198
N -5.373 3.260 -1.426 0.07 0.00 -0.22 0.002
S -6.088 4.861 -1.121 -0.07 0.09 -0.14 -0.019
H -2.047 4.098 -1.928 -0.32 -0.05 0.21 0.422
H -3.355 5.262 -1.615 -0.08 -0.27 0.06 0.450
H -3.611 2.172 -1.703 -0.15 0.35 -0.29 -0.002
H -4.044 3.232 -3.098 -0.05 0.04 0.37 0.337
H -6.020 2.732 -2.024 -0.05 -0.08 0.20 0.298
H -5.392 2.757 -0.530 -0.03 0.04 0.11 0.145
H -6.411 5.075 -2.414 0.08 -0.06 0.14 0.209
C -1.358 -0.863 -0.638 0.01 -0.11 0.00 -0.138
Br -2.521 -1.576 -1.997 0.01 0.02 0.01 -0.064
Br 0.483 -1.291 -0.947 0.05 0.03 0.08 0.158
Br -1.597 1.044 -0.447 0.07 0.01 0.19 -0.014
H -1.650 -1.309 0.305 -0.01 0.01 -0.03 0.170
C 1.722 -0.835 -5.502 -0.01 0.05 -0.06 -0.097
Br 2.734 -2.468 -5.571 0.04 -0.01 0.02 0.012
Br 1.473 -0.073 -7.252 0.01 -0.07 0.03 -0.024
Br 0.045 -1.100 -4.598 -0.04 0.00 -0.09 0.040
H 2.295 -0.124 -4.923 0.01 -0.06 0.01 0.052
C -1.117 6.125 1.897 0.00 -0.10 -0.01 0.060
Br 0.618 5.479 2.401 -0.02 0.02 0.00 0.012
Br -1.944 7.139 3.305 -0.05 -0.02 -0.02 -0.062
Br -1.046 7.147 0.260 -0.02 -0.04 -0.01 -0.027
H -1.742 5.262 1.709 0.01 0.05 -0.01 0.025
C 1.399 -4.625 -8.561 0.01 0.02 0.01 -0.114
Br 2.331 -6.300 -8.417 -0.01 0.01 0.00 -0.019
Br 1.190 -4.074 -10.391 0.00 -0.01 0.03 -0.041
Br -0.290 -4.679 -7.637 0.04 0.04 0.00 0.122
H 2.009 -3.879 -8.074 -0.02 0.03 0.03 0.081
C 0.709 -2.017 2.770 0.00 -0.01 -0.11 0.502
Br -0.940 -2.916 3.201 -0.07 -0.02 -0.02 -0.041
Br 0.714 -0.194 3.375 -0.01 -0.03 0.04 0.038
Br 2.229 -3.006 3.385 0.14 0.15 0.19 0.048
H 0.772 -1.993 1.694 0.03 0.02 -0.09 -0.450
C 6.319 -2.600 3.170 -0.07 0.01 -0.26 -0.495
Br 6.054 -2.723 1.268 0.03 0.02 0.09 0.040
Br 5.595 -0.965 3.881 -0.14 0.05 -0.18 -0.003
Br 5.616 -4.137 4.105 -1.00 0.29 -1.08 0.061
H 7.385 -2.579 3.350 -0.05 -0.02 -0.01 0.476
C 7.739 -4.292 6.169 0.48 -0.22 0.34 -0.254
Br 6.208 -4.742 7.244 0.15 -0.07 0.35 0.010
Br 7.954 -2.387 6.006 0.26 -0.06 0.37 0.013
Br 9.337 -5.143 6.813 0.01 0.03 0.06 -0.029
H 7.546 -4.672 5.174 0.32 -0.02 0.37 0.145
C 0.712 -5.619 5.338 0.00 0.08 -0.04 0.137
Br 2.308 -5.820 6.388 0.01 0.00 0.04 0.006
Br 0.801 -6.674 3.735 -0.07 -0.04 0.01 0.021
Br -0.887 -5.959 6.351 0.07 -0.02 -0.03 -0.024
H 0.677 -4.585 5.023 -0.05 -0.03 0.04 -0.239
C -1.976 0.799 6.569 0.03 -0.02 0.00 -0.388
Br -2.955 -0.109 5.180 -0.02 0.01 0.01 -0.015
Br -0.712 -0.370 7.418 -0.02 0.01 -0.04 0.010
Br -1.129 2.394 5.901 0.00 0.00 -0.03 -0.009
H -2.695 1.106 7.316 0.03 -0.01 -0.02 0.368
C 6.257 -0.142 -2.426 0.02 -0.10 0.07 -0.307
Br 5.892 -2.034 -2.418 -0.04 0.02 -0.03 -0.060
Br 4.827 0.850 -3.253 -0.03 0.01 -0.01 -0.031
Br 6.625 0.497 -0.654 -0.01 0.09 -0.07 -0.029
H 7.142 0.019 -3.027 -0.03 -0.02 0.01 0.379
C 3.940 -6.400 -0.357 0.03 0.03 0.02 -0.406
Br 5.718 -7.075 -0.076 -0.03 0.03 -0.01 -0.038
Br 3.352 -5.317 1.116 -0.13 -0.13 -0.08 0.185
Br 3.800 -5.423 -2.012 -0.02 0.01 -0.07 -0.010
H 3.276 -7.250 -0.431 0.03 0.02 -0.01 0.342
C -2.111 10.533 1.344 0.08 -0.05 0.06 0.402
Br -4.005 10.186 1.265 0.01 0.00 0.00 -0.008
Br -1.401 10.977 -0.388 -0.02 0.00 0.02 -0.021
Br -1.682 11.860 2.660 -0.09 0.09 -0.09 -0.010
H -1.638 9.611 1.654 -0.01 0.02 -0.01 -0.400
C -8.116 1.178 0.247 -0.03 0.07 0.08 -0.381
Br -6.333 0.627 0.741 0.07 0.05 -0.04 0.063
Br -8.626 2.794 1.145 0.02 -0.06 -0.03 0.036
Br -8.281 1.345 -1.673 -0.01 -0.01 -0.02 -0.014
H -8.792 0.392 0.558 0.03 0.00 -0.05 0.387
C 1.573 10.467 5.706 0.02 0.07 -0.01 -0.365
Br 0.543 9.405 4.472 0.07 -0.11 0.10 0.097
Br 2.894 9.409 6.617 -0.02 0.01 -0.03 -0.030
Br 2.354 11.993 4.834 -0.01 -0.02 0.01 -0.010
H 0.886 10.840 6.454 0.02 -0.02 -0.02 0.335
C -3.965 -4.987 -9.586 0.03 -0.01 -0.03 -0.358
Br -3.974 -3.179 -8.915 0.01 -0.01 0.00 -0.008
Br -2.666 -5.212 -10.982 -0.03 0.00 0.03 0.010
Br -3.705 -6.258 -8.167 -0.05 -0.01 0.02 -0.016
H -4.940 -5.174 -10.014 0.03 0.01 0.02 0.340
C -1.362 -5.949 -2.127 -0.05 -0.11 -0.05 -0.427
Br -3.277 -5.851 -2.298 -0.02 0.01 -0.01 -0.056
Br -0.494 -5.609 -3.810 0.02 0.14 0.11 0.050
Br -0.744 -4.814 -0.698 0.13 -0.09 -0.04 0.111
H -1.118 -6.965 -1.849 -0.03 0.04 0.02 0.351
```
Positions in Å, forces in eV/Å.

Calculated values
charge = +1
multiplicity = 1

No. 2
The following is a DFT calculation (ωB97M-V with the def2-TZVPD basis set) of the molecule C3H6O2S at a distorted geometry.

The geometry in XYZ format:
```
12
Properties=species:S:1:pos:R:3:forces:R:3:mulliken_charge:R:1
C 2.231 -0.155 0.856 2.65 1.42 -1.49 -0.755
S 1.181 0.734 -0.276 -1.26 0.35 0.44 -0.116
C -0.374 -0.163 0.074 0.40 0.04 -0.52 0.587
O -0.417 -1.213 0.644 -0.04 0.34 0.34 -0.518
C -1.541 0.484 -0.677 0.48 0.54 0.37 -0.449
O -2.357 -0.524 -1.232 0.03 0.76 0.16 -0.490
H 1.619 -0.737 1.484 -0.29 -0.72 1.01 0.305
H 2.851 -0.717 0.164 -0.12 -0.96 0.34 0.263
H 3.033 0.515 1.288 -1.52 -0.45 0.21 0.285
H -2.030 1.323 -0.070 0.36 -1.43 -0.64 0.295
H -1.002 0.984 -1.480 -0.37 0.27 -0.43 0.280
H -3.194 -0.531 -0.775 -0.31 -0.16 0.21 0.314
```
Positions in Å, forces in eV/Å.

Calculated values
energy above the lowest of the compared OMol25 structures with the same formula, charge and spin = 29.46 kcal per mole
multiplicity = 1
SMILES = CSC(=O)CO

| no. | E (a.u.) | Kohn-Sham gap (Eh) |
| --- | --- | --- |
| 1 | -124804.70782 | 0.275 |
| 2 | -666.54709 | 0.369 |